No. 1
19
Properties=species:S:1:pos:R:3 method="wB97M-V/def2-TZVPD" total_charge=+1 de_lowest_ev=3.996 e_homo_ev="-11.801 / -11.800"
C 0.24 1.09 2.41
C -0.41 -2.11 -1.75
C -0.22 1.55 1.11
C 0.50 -0.09 -0.57
N -0.65 -1.00 -0.84
O 0.37 2.55 0.47
S 1.04 0.96 -1.79
H 1.30 1.47 2.42
H 0.11 -0.03 2.64
H -0.29 1.44 3.30
H 0.35 -1.61 -2.51
H 0.05 -2.89 -1.29
H -1.31 -2.48 -2.37
H -1.19 1.23 0.73
H 1.32 -0.66 -0.04
H -1.42 -0.41 -1.19
H -0.86 -1.31 0.20
H 1.29 2.58 0.77
H 0.09 1.90 -1.85


No. 2
19
Properties=species:S:1:pos:R:3 method="wB97M-V/def2-TZVPD" total_charge=+1 de_lowest_ev=2.023 smiles=[NH3+][C@@H](CO)CCS e_homo_ev=-12.651
C -0.25 -0.66 1.41
O -0.64 0.67 1.97
C 0.52 -0.11 0.19
C -0.48 0.49 -0.77
C -1.25 -0.66 -1.59
S -0.07 -1.65 -2.47
N 1.57 0.93 0.70
H 0.47 -1.07 2.11
H -0.97 -1.48 1.21
H -1.21 0.50 2.69
H 1.16 -0.88 -0.34
H -1.26 1.27 -0.24
H 0.07 1.28 -1.36
H -1.65 -1.13 -0.67
H -1.95 -0.23 -2.31
H 0.67 -0.70 -2.79
H 0.90 1.39 1.40
H 1.87 1.59 -0.14
H 2.50 0.45 0.99


No. 3
19
Properties=species:S:1:pos:R:3 method="wB97M-V/def2-TZVPD" de_lowest_ev=3.385 e_homo_ev="-7.700 / -8.375"
C 1.22 -1.13 0.66
C -0.63 -1.89 -0.97
C 0.84 1.88 -1.56
C -0.72 1.23 1.86
N -0.20 -1.11 0.31
P -0.99 0.43 0.27
S -2.95 0.21 -0.21
H 1.50 -0.71 1.60
H 1.56 -2.18 0.51
H 1.89 -0.58 -0.11
H -1.69 -1.50 -1.11
H 0.01 -1.63 -1.84
H -0.57 -3.04 -0.80
H 0.27 2.72 -1.92
H 1.69 2.27 -1.08
H 0.96 0.94 -2.25
H -0.28 0.52 2.57
H -0.20 2.20 1.70
H -1.72 1.37 2.40


| no. | E (Eh) |
| --- | --- |
| 1 | -687.3987 |
| 2 | -687.4712 |
| 3 | -953.7796 |